Molecular formula: C44H25ClF15GeN6O2RbS
Method: DFT, ωB97M-V/def2-TZVPD

Element x y z (Å)
1 Rb 0.605 0.073 -0.010
2 Ge 4.383 0.120 -3.695
3 Cl 7.392 0.680 -0.511
4 S 3.048 0.185 -2.074
5 F 3.731 -0.779 -6.850
6 F 6.364 2.880 -3.801
7 F 9.606 1.705 -0.863
8 F 3.313 -3.166 -7.878
9 F 4.174 -5.172 -3.714
10 F 6.043 0.604 -6.247
11 F 7.961 -1.323 1.222
12 F 6.033 2.527 -8.113
13 F 2.374 4.576 -5.982
14 F 6.558 -1.491 -1.892
15 F 4.559 -2.780 -2.631
16 F 3.533 -5.403 -6.346
17 F 7.632 3.413 -1.286
18 F 4.203 4.532 -7.989
19 F 2.345 2.662 -4.140
20 O -0.191 -2.587 1.278
21 O -1.980 -3.848 1.606
22 N -2.651 1.164 -0.168
23 N -3.205 1.592 0.897
24 N -1.760 0.117 -2.588
25 N -1.400 0.616 2.142
26 N -1.527 -3.082 -0.516
27 N -0.762 -2.288 -1.378
28 C 4.491 -0.918 1.348
29 C -1.159 -3.116 0.800
30 C -0.894 0.315 3.336
31 C 5.719 -1.269 0.925
32 C -3.346 1.455 3.256
33 C 4.212 1.648 1.663
34 C 6.975 -0.593 0.657
35 C 4.289 -2.814 -3.934
36 C 6.236 0.538 -3.078
37 C -1.255 -0.353 -3.813
38 C 0.544 -0.479 -5.421
39 C 3.889 -1.820 -6.012
40 C 2.679 0.023 2.605
41 C 3.804 0.277 1.882
42 C 5.124 2.539 -7.126
43 C 3.272 2.565 -5.096
44 C -1.945 -1.320 -4.551
45 C 4.198 3.564 -7.063
46 C -0.146 -1.439 -6.151
47 C 3.753 -4.196 -5.809
48 C -3.004 -4.652 1.045
49 C 3.269 3.580 -6.043
50 C -3.991 2.770 -3.766
51 C -1.541 0.559 4.535
52 C -4.105 2.702 -1.378
53 C -2.611 1.177 2.093
54 C -1.394 -1.859 -5.707
55 C -3.068 1.774 -3.790
56 C 6.657 -0.171 -2.017
57 C 0.002 0.054 -4.261
58 C 6.578 1.952 -2.831
59 C -3.137 1.665 -1.344
60 C 7.168 2.220 -1.676
61 C -2.803 1.144 4.483
62 C -4.540 3.250 -2.547
63 C 5.096 1.552 -6.163
64 C 3.651 -3.059 -6.583
65 C 5.241 2.039 0.867
66 C -2.601 1.125 -2.579
67 C 4.170 1.514 -5.133
68 C 4.078 -4.072 -4.473
69 C 4.227 -1.641 -4.680
70 C 8.929 0.754 -0.118
71 C 6.136 1.149 0.310
72 H 3.838 -1.784 1.439
73 H -0.586 -2.789 -2.239
74 H -3.839 -4.046 0.680
75 H -4.473 3.060 -0.427
76 H -3.365 -5.283 1.853
77 H -1.069 0.301 5.473
78 H -5.268 4.051 -2.550
79 H 1.519 -0.143 -5.752
80 H 2.342 -0.992 2.780
81 H -3.351 1.359 5.393
82 H -2.921 -1.640 -4.203
83 H -4.308 3.216 -4.703
84 H 0.084 -0.155 3.330
85 H 3.572 2.411 2.091
86 H 5.850 -2.356 0.868
87 H 0.290 -1.860 -7.049
88 H -2.624 -5.278 0.236
89 H -1.253 -1.411 -1.608
90 H 0.565 0.772 -3.679
91 H 5.328 3.094 0.599
92 H -2.659 1.438 -4.733
93 H -2.504 -3.197 -0.735
94 H -1.944 -2.610 -6.263
95 H -4.319 1.915 3.153
96 H 2.119 0.826 3.068

Atomic forces in eV per Å
0.0 0.0 -0.1
0.3 0.1 -0.3
0.6 0.8 -2.1
-0.1 0.0 0.0
0.0 0.1 0.0
-0.1 0.0 0.0
0.0 0.5 -0.2
0.0 0.0 0.0
0.0 0.0 0.0
0.0 0.0 0.0
0.3 0.4 0.7
0.0 0.0 0.0
0.0 0.0 0.0
0.0 0.1 0.1
-0.1 -0.1 -0.1
0.0 0.0 0.0
-0.2 0.2 -0.1
0.0 0.0 0.0
0.0 0.0 0.0
0.0 0.0 0.0
0.0 0.0 0.0
0.0 0.2 0.2
0.0 -0.1 -0.3
0.0 0.1 0.1
-0.1 0.1 0.0
0.0 -0.1 0.0
0.0 0.2 0.0
0.1 0.0 0.1
0.0 0.1 0.0
0.0 -0.1 0.0
0.0 -1.3 -0.9
0.0 0.0 0.0
0.1 -0.1 0.0
-1.6 1.5 0.9
0.0 0.0 0.0
-0.4 0.0 0.7
0.0 0.0 0.0
0.0 0.0 0.0
0.0 0.0 0.0
0.1 -0.1 0.0
0.0 0.2 0.0
0.0 0.0 0.0
-0.1 -0.1 0.0
0.0 0.0 0.0
0.0 0.0 0.0
0.0 0.0 0.0
0.0 0.0 0.0
0.0 0.0 0.0
0.0 0.0 0.0
0.0 0.0 0.0
-0.1 0.0 0.0
0.0 0.0 0.0
0.1 0.0 0.1
0.0 0.0 0.0
0.0 0.0 0.0
-0.6 -0.2 -0.8
0.0 0.0 0.0
0.3 0.0 0.3
0.0 -0.1 0.0
0.4 0.1 -0.4
0.1 0.0 0.0
0.0 0.0 0.0
0.0 0.0 0.0
0.0 0.0 0.0
0.2 0.6 -0.6
0.1 -0.1 0.0
0.1 0.0 0.0
0.0 0.0 0.0
0.0 0.0 0.0
1.5 -0.8 0.2
-0.6 -1.8 2.1
0.0 0.0 0.0
0.1 -0.1 0.1
0.0 0.0 0.0
0.0 0.0 0.0
0.0 0.0 0.0
0.0 0.0 0.0
0.0 0.0 0.0
0.0 0.0 0.0
0.0 0.0 0.0
0.0 0.0 0.0
0.0 0.0 0.0
0.0 0.0 0.0
0.0 0.0 0.0
0.0 0.0 0.0
-0.1 0.0 -0.2
0.0 0.0 0.0
0.0 0.0 0.0
-0.1 -0.1 0.0
0.0 0.0 0.0
0.0 0.0 0.1
0.0 0.0 0.0
0.0 0.0 0.0
0.0 0.0 0.0
0.0 0.0 0.0
0.1 0.1 0.0

Properties
LUMO energy   3.13 eV
Molar mass   1180.29 g mol⁻¹
Calculated total energy   -180340.399 eV
Frontier orbital gap   4.483 eV
Maximum force   2.9 eV/A
Charge   -2
HOMO   -1.35 eV

Let us look at the Löwdin charges, expressed in e, one per atom: atom 1 (Rb): 0.6443, atom 2 (Ge): 0.5677, atom 3 (Cl): 0.9624, atom 4 (S): 0.1125, atom 5 (F): 0.0778, atom 6 (F): 0.0550, atom 7 (F): -0.1762, atom 8 (F): 0.0971, atom 9 (F): 0.1067, atom 10 (F): 0.0905, atom 11 (F): 0.0049, atom 12 (F): 0.1019, atom 13 (F): 0.1049, atom 14 (F): 0.0550, atom 15 (F): 0.0809, atom 16 (F): 0.1070, atom 17 (F): 0.0491, atom 18 (F): 0.1061, atom 19 (F): 0.0743, atom 20 (O): 0.0445, atom 21 (O): -0.0267, atom 22 (N): 0.0598, atom 23 (N): 0.0198, atom 24 (N): 0.0439, atom 25 (N): 0.0562, atom 26 (N): 0.0015, atom 27 (N): 0.0162, atom 28 (C): -0.0334, atom 29 (C): -0.5723, atom 30 (C): -0.1501, atom 31 (C): -0.0690, atom 32 (C): -0.0351, atom 33 (C): -0.0977, atom 34 (C): -0.3770, atom 35 (C): -0.2332, atom 36 (C): -0.1800, atom 37 (C): -0.3355, atom 38 (C): -0.0700, atom 39 (C): -0.2255, atom 40 (C): -0.0653, atom 41 (C): -0.3173, atom 42 (C): -0.1425, atom 43 (C): -0.2249, atom 44 (C): -0.0587, atom 45 (C): -0.1369, atom 46 (C): -0.1047, atom 47 (C): -0.1421, atom 48 (C): -0.0862, atom 49 (C): -0.1402, atom 50 (C): -0.1089, atom 51 (C): -0.0769, atom 52 (C): -0.0592, atom 53 (C): -0.3359, atom 54 (C): -0.1098, atom 55 (C): -0.0234, atom 56 (C): -0.3490, atom 57 (C): -0.0227, atom 58 (C): -0.2824, atom 59 (C): -0.2219, atom 60 (C): -0.2623, atom 61 (C): -0.0928, atom 62 (C): -0.1308, atom 63 (C): -0.2565, atom 64 (C): -0.1503, atom 65 (C): -0.1141, atom 66 (C): -0.2379, atom 67 (C): -0.1293, atom 68 (C): -0.1401, atom 69 (C): -0.0937, atom 70 (C): -0.3659, atom 71 (C): -0.2744, atom 72 (H): 0.1048, atom 73 (H): 0.0906, atom 74 (H): 0.0897, atom 75 (H): 0.0895, atom 76 (H): 0.0887, atom 77 (H): 0.0949, atom 78 (H): 0.0804, atom 79 (H): 0.0888, atom 80 (H): 0.0473, atom 81 (H): 0.0966, atom 82 (H): 0.1067, atom 83 (H): 0.0932, atom 84 (H): 0.0816, atom 85 (H): 0.0947, atom 86 (H): 0.1073, atom 87 (H): 0.0924, atom 88 (H): 0.0935, atom 89 (H): 0.0172, atom 90 (H): 0.0734, atom 91 (H): 0.1113, atom 92 (H): 0.1022, atom 93 (H): 0.1247, atom 94 (H): 0.0896, atom 95 (H): 0.0986, atom 96 (H): 0.0413